Molecular formula: C32H100N8O14
Method: DFT, ωB97M-V/def2-TZVPD

The geometry in XYZ format:
```
154
Properties=species:S:1:pos:R:3:forces:R:3:lowdin_charge:R:1
C 5.28430 2.86730 10.78066 -0.09 1.21 -0.51 -0.0539
O 12.07187 11.91118 12.97133 -0.07 0.18 -0.16 -0.0501
H 25.24329 3.15599 19.14020 0.50 0.44 -0.06 0.1221
C 25.89925 3.47680 16.49973 -1.48 -1.04 -0.23 -0.0971
H 7.10708 2.18525 22.89055 0.14 0.47 -0.39 0.1285
H 2.38734 2.23438 17.05410 0.34 0.22 -0.03 0.0745
H 11.85390 3.15228 11.71212 -0.28 -0.05 0.00 0.0251
H 23.62927 2.77889 18.97938 -0.18 -1.62 -1.06 0.1148
H 11.55335 6.91033 15.15138 -0.11 0.36 -0.63 0.0589
H 12.76790 11.96037 13.62658 0.19 0.07 0.23 0.0244
N 8.76981 3.04292 25.67573 0.73 -1.58 1.81 0.0316
O 16.30382 10.98568 12.01526 0.07 -0.25 -0.15 -0.0540
C 23.17823 13.68177 17.47578 0.51 -1.09 0.30 -0.2444
H 22.87555 4.37945 20.43057 0.23 -0.62 -0.25 0.0700
H 4.78712 2.47766 11.66896 0.66 0.04 0.53 0.0708
H 11.77328 12.73235 22.61269 0.83 0.58 0.10 0.1286
H 7.80684 1.21129 24.12077 -0.43 -0.28 0.43 0.1211
H 24.05720 16.07467 19.71468 -0.96 -0.38 0.01 0.0881
H 23.45095 7.38094 12.48231 -0.19 -0.27 -0.26 0.0616
H 11.92602 10.97348 12.84608 -0.11 -0.26 -0.06 0.0200
H 22.63551 11.00655 16.51164 0.76 0.56 -0.37 0.0756
C 22.24432 7.21512 10.18676 -0.27 -0.46 0.22 -0.1776
C 8.41836 4.57012 23.93506 0.26 0.73 -1.47 -0.0801
H 21.00092 14.26147 16.51108 -0.48 0.07 -0.77 0.0575
O 12.80006 3.28013 11.64380 0.18 -0.20 0.02 -0.0545
H -0.76678 2.92345 20.65055 1.29 -1.40 -0.49 0.0817
H 25.14004 8.68419 9.54176 1.13 -0.84 -0.18 0.0696
C 24.42950 3.26773 18.42371 0.05 -0.81 0.41 -0.1996
C 15.05102 6.84952 17.18304 -0.55 1.28 -1.60 -0.0583
C 7.93442 2.16018 23.59977 0.05 -2.27 -0.19 -0.2082
H 2.82430 3.41406 20.06225 0.77 -0.83 -0.93 0.1315
O 8.62359 12.48450 17.78604 0.17 0.07 0.17 -0.0557
C 13.01323 5.78015 16.53813 -0.04 -0.01 0.90 -0.2448
H 24.72205 5.21798 18.09219 -0.53 1.17 -0.01 0.1178
H 16.03062 11.81179 11.61635 -0.08 0.21 -0.12 0.0300
H 26.04870 2.87447 15.60364 0.56 0.31 -0.07 0.0919
N 11.23371 7.40065 15.97449 0.69 0.23 -0.09 0.0378
C -0.27293 3.83936 20.32604 -0.59 0.55 0.62 -0.1004
C 21.89610 12.82413 17.50234 0.57 -0.09 -1.09 -0.4096
H 9.41860 0.08104 22.68547 0.39 -0.59 -0.41 0.0834
H 15.93107 6.20655 17.19678 -0.44 -0.68 -0.17 0.0813
C 10.73474 5.73643 17.53972 0.69 -1.59 0.43 -0.0902
O 23.07891 14.44192 18.63446 0.00 1.92 1.56 -0.2140
H 24.13902 13.16727 17.49187 0.06 -0.84 0.19 0.1226
H 10.42980 5.20425 16.63867 -0.65 -0.18 0.18 0.0862
C 9.41555 0.96858 22.05273 -0.04 -0.06 1.38 -0.0883
H 7.44875 5.36583 11.95072 0.03 0.35 0.06 0.1131
C 21.89015 11.78924 16.37044 -0.72 -0.28 0.95 -0.0673
C 24.12067 15.40645 18.85587 0.54 -1.02 -1.33 -0.0722
H 9.50759 2.42317 25.37289 0.34 0.20 0.24 0.0769
H 23.27622 4.80000 16.51367 -0.55 -0.25 -0.55 0.0491
H 8.58383 11.77313 17.14681 0.06 -0.19 -0.19 0.0287
H 21.01159 11.15053 16.46149 -0.56 0.46 -0.18 0.0713
H 6.93242 4.03904 9.95009 -0.59 0.32 -0.35 0.1248
C 20.24849 6.37504 11.50543 1.89 0.92 -0.61 -0.0593
O 15.50515 12.52194 15.94828 -0.11 -0.02 -0.33 -0.0562
H 4.50048 3.48853 10.34728 -0.04 0.10 -0.30 0.0666
H 19.99605 5.60977 12.23942 0.44 -0.11 -0.20 0.0811
H 9.15140 3.90069 26.04820 0.11 -0.18 -0.07 0.0721
O 5.57945 6.11523 11.28019 0.42 -2.04 1.01 -0.1809
H 24.21063 8.81030 11.92785 0.18 0.26 -0.10 0.0645
H 21.11890 14.49688 18.00941 -0.70 0.47 0.73 0.0491
H 0.69810 2.44654 16.94347 -0.39 0.18 0.71 0.0686
H 25.05432 14.85654 18.97421 0.28 -0.07 0.06 0.0809
C 1.86670 3.26522 19.56331 1.03 0.97 0.07 -0.2263
O 12.63292 11.29328 23.96181 0.21 1.00 0.15 -0.1803
H 12.13880 7.26839 17.88308 0.46 0.12 -0.08 0.1321
C 13.52996 11.41660 21.86098 0.46 0.58 0.09 -0.4699
N 2.99437 4.79771 17.97611 -0.86 -0.06 0.26 0.0357
H 20.08413 7.34958 11.96516 -0.50 0.09 -0.12 0.0794
H 22.03759 6.84130 9.18396 -0.13 -0.34 -0.09 0.1145
C 24.19658 7.73204 11.76897 -0.60 0.64 -0.10 -0.0589
H 1.65762 3.51231 16.06225 0.42 0.31 0.07 0.0668
H 13.07044 8.70715 10.51522 0.14 0.14 -0.19 0.0320
H 11.11724 12.45474 24.65053 -0.25 0.14 0.07 0.0825
H 15.17295 11.97311 23.14012 0.29 -0.31 -0.19 0.0737
H 15.44293 7.82622 16.89919 0.04 0.11 0.17 0.0799
O 12.59925 8.17246 11.15421 -0.27 -0.15 0.01 -0.0535
O 14.06300 6.58819 16.10845 1.92 0.25 1.31 -0.1819
H 10.37434 1.15558 21.56915 -0.03 -0.16 0.21 0.0881
N 22.75367 4.79887 17.37797 1.57 0.31 0.84 0.0523
H -0.88121 4.38652 21.04624 0.79 1.43 -0.08 0.0817
O 1.15354 4.04037 20.46526 -3.72 -0.40 1.69 -0.1750
H 16.18098 11.12073 12.95489 -0.03 0.04 0.32 0.0197
H 9.41735 4.54716 23.49965 0.53 -0.99 0.65 0.0698
O 9.22485 2.02755 22.99608 -0.36 1.32 -0.96 -0.2087
C 1.62512 3.01321 17.03072 -0.08 -0.14 0.05 -0.0646
H 22.53034 5.89353 19.78253 0.20 0.15 -0.86 0.0734
C 23.84315 4.65625 18.40857 -0.69 0.79 -0.94 -0.4415
O 24.86663 2.70488 17.13203 -0.97 0.73 2.07 -0.1943
H 13.14264 12.54750 20.33696 -0.20 0.18 -0.62 0.0762
H 5.44721 2.02959 10.10257 0.15 0.02 -0.02 0.0675
H 12.91756 4.22920 11.68473 0.07 0.28 -0.03 0.0253
H 15.12024 12.17882 16.75472 -0.16 -0.11 0.24 0.0283
N 7.69732 2.91471 11.35565 0.42 -0.25 1.28 0.0201
C 6.00396 6.64145 10.06661 1.04 0.44 -0.59 -0.1538
H 8.48836 5.41903 24.61517 -0.56 -0.05 0.21 0.0693
C 23.80452 7.39321 10.28292 -0.72 -1.66 2.82 -0.4266
H 7.09243 6.63092 10.00985 0.33 0.00 -0.02 0.0848
H 21.83379 12.31125 18.46212 -0.03 0.14 0.06 0.1368
H 2.99842 5.48291 18.71812 0.41 0.20 0.45 0.0667
H 6.90814 3.51900 24.98108 -0.40 -0.62 -0.33 0.1355
H 9.92003 6.26594 18.03364 0.05 -0.11 -0.11 0.0896
H 7.72057 12.79389 17.85727 -0.21 0.11 0.04 0.0265
H 2.71681 5.36591 17.18857 0.37 0.16 -0.54 0.0627
H 7.96308 4.89242 22.99860 -1.17 0.10 0.22 0.0697
H 16.40884 12.73171 16.18402 0.28 0.10 0.06 0.0309
H 25.13584 7.32051 12.13847 0.21 0.01 -0.51 0.0658
H 13.02551 8.36518 11.98931 0.17 0.01 0.24 0.0233
N 20.77009 13.79241 17.37526 0.86 -0.64 0.17 0.0424
H 7.36803 2.38114 12.14746 0.28 -0.16 0.52 0.0690
H 15.50917 12.39778 21.42278 -0.26 -0.23 -0.05 0.0786
H 24.28376 6.42012 10.17554 -0.30 -0.22 -0.67 0.1272
H 24.22591 15.98410 17.93752 0.04 0.41 0.03 0.0841
C 6.42953 5.01292 11.79338 -0.39 0.07 -0.50 -0.1432
C 7.89485 3.26159 24.59604 0.88 3.32 -1.42 -0.4433
H 11.49451 11.08002 22.27242 -0.34 -0.24 -0.08 0.1174
H 22.18422 3.96583 17.42111 -0.12 -0.22 -0.26 0.0693
C 11.83875 6.61194 17.06629 -0.45 0.37 -0.56 -0.4483
H 14.61933 6.96595 18.17711 -0.29 -0.32 -0.11 0.0830
C 6.58801 3.73191 10.93758 -1.40 -0.23 -1.19 -0.4439
C 1.78018 3.98587 18.23691 0.43 -1.18 -2.06 -0.4239
C 23.30890 5.13077 19.77040 0.88 0.12 0.56 -0.0628
H 24.15842 5.55783 20.30335 -0.04 0.00 0.34 0.0714
H 25.45523 4.42376 16.19279 0.58 0.36 0.04 0.0722
H 12.75719 5.11901 15.71021 -0.51 0.12 -0.21 0.1310
C 12.25998 11.75777 22.65034 1.43 -2.84 1.24 -0.1786
O 21.69554 6.33754 11.20916 -0.04 -0.26 -0.23 -0.2308
H 5.66051 6.13248 9.16600 -0.37 -0.33 0.07 0.0817
H 7.87115 2.19821 10.66535 0.08 0.09 -0.32 0.0722
H 13.87264 10.39006 21.99096 -0.64 -0.21 0.62 0.1395
H 19.65822 6.23989 10.59910 -0.04 0.06 0.01 0.0801
H 6.00672 4.69874 12.74764 -0.15 0.42 0.09 0.1215
N 24.25424 8.29069 9.25784 -0.04 1.25 0.30 0.0307
H 1.58815 2.21323 19.50160 -0.20 -0.06 0.22 0.1268
H 21.72971 8.17526 10.22437 0.13 0.44 0.29 0.1144
H 5.73036 7.69280 9.97781 -0.34 -0.05 0.25 0.0866
H 23.78685 9.15405 9.49502 -1.16 0.49 -0.56 0.0644
H 11.80081 11.49940 25.93362 1.22 0.11 -0.11 0.0852
H 0.90223 4.63063 18.27646 -0.06 -0.01 -0.02 0.1146
H 23.26704 14.23097 16.53844 -0.52 0.71 -0.17 0.1229
N 13.20201 11.55232 20.49880 0.28 0.69 -2.29 0.0181
H -0.63076 4.06495 19.32147 0.06 0.05 0.00 0.0789
H 8.67418 0.79082 21.27371 -0.46 0.65 0.07 0.0826
C 14.74370 12.29797 22.19232 -0.84 0.33 1.25 -0.0501
C 11.60973 11.50529 24.86051 -1.72 -0.11 0.70 -0.1503
H 26.80610 3.55080 17.09992 -0.02 0.21 0.03 0.0911
H 21.87594 12.29208 15.40347 0.31 -0.33 -0.12 0.0776
H 13.37117 5.11607 17.32487 -0.07 -0.19 0.28 0.1185
H 10.87678 10.70107 24.79648 -0.49 -0.09 -0.41 0.0844
H 14.34831 13.26904 22.49028 0.15 0.49 -0.47 0.0755
H 11.18883 4.98044 18.18033 -0.50 -0.15 0.54 0.0787
H 10.24760 7.18916 16.02885 -0.22 0.39 -0.29 0.0490
H 12.30460 11.15012 20.26863 -0.10 -0.06 -0.04 0.0721
```
Forces are in eV/Å.

Output
spin multiplicity	1
E_LUMO	0.010	Eh
ΔE to the lowest compared entry with this formula, charge and spin	165.6	kcal/mol
DFT total energy	-2770.208151	a.u.
maximum force	4.11	eV/Å